# 1
This record from the Open Molecules 2025 dataset describes C50H44N11OS2Ta as an isolated structure. The level of theory is the ωB97M-V functional and the def2-TZVPD basis.

Each line ends with the Mulliken charge.
CARTESIAN COORDINATES (ANGSTROEM)
Ta1 -0.165 0.472 0.484  1.517
N1 -3.878 -0.834 2.871  -0.362
C1 -2.734 -0.320 2.400  0.420
S1 -2.693 0.082 0.705  -0.572
N2 -1.757 -0.154 3.241  -1.640
N3 -0.598 0.350 2.767  1.737
C2 0.218 0.861 3.646  0.311
C3 -0.065 0.868 5.092  0.056
C4 -0.379 -0.316 5.761  -0.141
C5 -0.643 -0.295 7.118  -0.779
C6 -0.629 0.906 7.815  -0.509
C7 -0.343 2.089 7.150  -0.961
C8 -0.054 2.074 5.796  -0.269
C9 1.401 1.542 3.117  -0.225
C10 2.412 2.055 3.923  -0.583
C11 3.460 2.743 3.334  -0.942
C12 3.476 2.904 1.957  -0.993
C13 2.452 2.341 1.219  -0.323
N4 1.452 1.672 1.785  0.192
H1 -4.703 -0.834 2.297  0.235
H2 -3.971 -0.978 3.864  0.249
H3 -0.392 -1.249 5.216  0.606
H4 -0.860 -1.218 7.638  0.447
H5 -0.852 0.921 8.873  0.423
H6 -0.340 3.027 7.688  0.427
H7 0.143 3.002 5.275  0.582
H8 2.367 1.918 4.993  0.741
H9 4.249 3.157 3.946  0.471
H10 4.272 3.441 1.461  0.537
H11 2.429 2.426 0.140  0.543
C14 -1.024 1.620 -6.420  -1.340
C15 0.111 2.502 -5.980  0.509
C16 0.757 3.351 -6.871  -0.810
C17 1.809 4.157 -6.465  -0.767
C18 2.241 4.122 -5.149  -1.000
C19 1.621 3.277 -4.244  -0.024
C20 0.556 2.482 -4.657  0.303
N5 -0.058 1.543 -3.771  0.348
C21 -0.252 1.660 -2.443  0.295
N6 -0.290 2.907 -1.969  0.326
C22 -0.588 3.432 -0.695  0.316
C23 -0.739 2.621 0.434  0.373
C24 -1.112 3.280 1.617  -0.013
C25 -1.272 4.647 1.683  -1.364
C26 -1.062 5.420 0.549  -0.791
C27 -0.732 4.831 -0.658  1.097
C28 -0.553 5.681 -1.890  -1.635
N7 -0.433 0.567 -1.687  0.461
C29 -0.336 -0.685 -2.405  -1.718
C30 0.924 -1.228 -2.650  0.378
C31 1.054 -2.451 -3.286  -1.176
C32 -0.085 -3.112 -3.724  -0.932
C33 -1.329 -2.527 -3.558  -0.717
C34 -1.484 -1.305 -2.907  1.467
C35 -2.830 -0.638 -2.828  -1.389
H12 -1.305 1.844 -7.446  0.453
H13 -1.900 1.763 -5.785  0.270
H14 -0.743 0.562 -6.379  0.327
H15 0.427 3.378 -7.901  0.425
H16 2.299 4.804 -7.179  0.415
H17 3.071 4.737 -4.828  0.462
H18 1.990 3.206 -3.228  0.710
H19 -0.200 0.622 -4.159  0.182
H20 -0.252 3.611 -2.692  0.028
H21 -1.293 2.705 2.516  0.566
H22 -1.560 5.118 2.613  0.486
H23 -1.177 6.495 0.594  0.407
H24 -0.653 6.731 -1.628  0.430
H25 -1.318 5.463 -2.641  0.417
H26 0.434 5.551 -2.343  0.359
H27 1.801 -0.657 -2.382  0.814
H28 2.037 -2.872 -3.456  0.535
H29 0.005 -4.064 -4.229  0.481
H30 -2.204 -3.018 -3.963  0.514
H31 -3.630 -1.361 -2.981  0.402
H32 -2.919 0.118 -3.612  0.231
H33 -2.979 -0.139 -1.873  0.164
N8 -0.333 -1.817 0.609  -0.085
S2 -0.919 -2.912 1.648  0.682
C36 -1.918 -4.050 0.655  0.632
C37 -1.934 -5.413 0.912  -0.510
C38 -2.684 -6.238 0.089  -0.762
C39 -3.420 -5.703 -0.958  -0.743
C40 -3.430 -4.332 -1.171  -0.571
C41 -2.678 -3.495 -0.363  0.046
C42 0.460 -3.999 2.019  0.433
C43 0.793 -4.210 3.347  -0.476
C44 1.858 -5.049 3.646  -0.665
C45 2.579 -5.647 2.624  -0.606
C46 2.237 -5.421 1.295  -0.722
C47 1.166 -4.602 0.986  -0.106
H34 0.220 -2.273 -0.115  -0.470
H35 -1.368 -5.835 1.732  0.497
H36 -2.701 -7.305 0.266  0.437
H37 -3.982 -6.355 -1.613  0.433
H38 -4.036 -3.913 -1.964  0.484
H39 -2.676 -2.424 -0.513  -0.087
H40 0.219 -3.740 4.135  0.397
H41 2.115 -5.240 4.678  0.453
H42 3.405 -6.303 2.862  0.423
H43 2.800 -5.890 0.501  0.490
H44 0.873 -4.461 -0.048  0.368
O1 1.697 -0.088 0.005  0.367
N9 2.364 -1.229 0.043  -0.658
C48 3.542 -1.137 -0.453  1.113
C49 4.036 0.106 -0.980  -0.046
N10 4.281 1.154 -1.380  -0.533
C50 4.352 -2.313 -0.518  -0.278
N11 4.985 -3.266 -0.597  -0.414

Atoms 1-3, force components in eV/Å:
Ta 0.07 -0.27 0.53
N -0.08 -0.05 -0.01
C 0.30 0.14 -0.17

Properties
* net charge: +2
* E_HOMO: -0.4767 Eh

# 2
This record from the Open Molecules 2025 dataset describes C50H46AlN6O2S3 as an isolated structure. The level of theory is the ωB97M-V functional and the def2-TZVPD basis.

Each line ends with the Mulliken charge.
CARTESIAN COORDINATES (ANGSTROEM)
Al1 0.053 -0.267 -0.167  0.808
N1 -0.327 -0.090 1.750  0.545
S1 0.145 -0.087 3.129  0.629
N2 1.577 -0.825 3.526  -0.034
S2 2.971 -0.372 3.031  1.150
N3 3.096 0.873 2.122  0.117
S3 2.931 0.706 0.469  0.651
N4 1.980 -0.269 -0.052  0.005
C1 2.982 2.437 -0.010  0.828
C2 2.860 2.718 -1.359  -0.576
C3 3.016 4.022 -1.794  -0.793
C4 3.309 5.025 -0.883  -0.758
C5 3.429 4.729 0.465  -0.860
C6 3.261 3.428 0.910  -0.085
C7 4.602 0.196 -0.001  0.260
C8 5.712 0.839 0.514  -0.620
C9 6.973 0.408 0.137  -0.795
C10 7.108 -0.651 -0.747  -0.640
C11 5.987 -1.291 -1.253  -0.764
C12 4.723 -0.864 -0.881  -0.559
C13 3.820 -1.792 2.349  0.565
C14 5.201 -1.853 2.440  -0.431
C15 5.861 -2.904 1.828  -0.915
C16 5.141 -3.865 1.134  -0.616
C17 3.760 -3.792 1.062  -0.668
C18 3.086 -2.748 1.674  -0.607
C19 3.934 0.024 4.496  -0.217
C20 3.956 -0.916 5.516  -0.595
C21 4.658 -0.635 6.675  -0.841
C22 5.326 0.575 6.805  -0.574
C23 5.308 1.499 5.772  -0.925
C24 4.608 1.226 4.608  0.160
C25 0.200 1.498 4.020  1.056
C26 -0.688 2.502 3.672  -0.171
C27 -0.698 3.678 4.406  -0.742
C28 0.149 3.834 5.491  -0.774
C29 1.024 2.818 5.839  -0.811
C30 1.047 1.645 5.101  -0.744
C31 -0.955 -0.969 4.262  0.379
C32 -2.284 -0.577 4.225  -0.231
C33 -3.192 -1.166 5.086  -0.963
C34 -2.771 -2.149 5.970  -0.637
C35 -1.445 -2.550 5.983  -0.782
C36 -0.527 -1.952 5.133  -0.414
H1 2.632 1.915 -2.044  0.538
H2 2.915 4.251 -2.844  0.460
H3 3.426 6.044 -1.221  0.440
H4 3.652 5.511 1.174  0.476
H5 3.318 3.179 1.958  0.328
H6 5.577 1.664 1.198  0.369
H7 7.851 0.902 0.524  0.458
H8 8.093 -0.977 -1.045  0.436
H9 6.099 -2.114 -1.942  0.513
H10 3.819 -1.328 -1.248  0.510
H11 5.749 -1.093 2.978  0.506
H12 6.936 -2.968 1.889  0.451
H13 5.664 -4.673 0.646  0.449
H14 3.203 -4.545 0.526  0.512
H15 2.013 -2.646 1.622  0.281
H16 3.416 -1.843 5.392  0.421
H17 4.681 -1.357 7.476  0.460
H18 5.858 0.798 7.718  0.446
H19 5.838 2.433 5.873  0.521
H20 4.564 1.929 3.790  0.328
H21 -1.352 2.365 2.833  0.464
H22 -1.369 4.475 4.123  0.495
H23 0.113 4.737 6.082  0.429
H24 1.679 2.927 6.691  0.501
H25 1.713 0.843 5.373  0.623
H26 -2.586 0.183 3.519  0.654
H27 -4.227 -0.861 5.072  0.476
H28 -3.479 -2.602 6.649  0.418
H29 -1.125 -3.328 6.660  0.470
H30 0.513 -2.235 5.140  0.373
C37 0.098 -0.931 -4.522  -1.071
C38 -0.304 0.301 -5.019  -0.575
C39 -0.498 1.342 -4.134  -0.996
C40 -0.275 1.145 -2.768  0.505
N5 0.103 -0.054 -2.308  0.340
C41 0.270 -1.056 -3.155  -0.259
C42 -0.369 2.199 -1.761  1.036
C43 -0.598 3.537 -2.085  -0.962
C44 -0.558 4.501 -1.097  -1.199
C45 -0.227 4.136 0.198  -0.916
C46 -0.005 2.803 0.500  0.721
C47 -0.119 1.781 -0.440  -0.182
H31 0.270 -1.770 -5.178  0.471
H32 -0.462 0.446 -6.078  0.446
H33 -0.824 2.304 -4.495  0.470
H34 0.560 -1.998 -2.713  0.438
H35 -0.806 3.842 -3.101  0.378
H36 -0.759 5.536 -1.335  0.409
H37 -0.148 4.895 0.966  0.488
H38 0.290 2.535 1.506  0.272
C48 0.056 -2.351 -0.213  -1.782
H39 0.986 -2.751 -0.635  0.405
H40 -0.758 -2.812 -0.789  0.378
H41 -0.004 -2.792 0.792  0.200
N6 -3.615 -3.138 0.609  -0.836
C49 -3.038 -1.824 0.875  1.026
C50 -2.786 -1.144 -0.458  -0.174
O1 -3.583 -1.548 -1.428  -0.496
O2 -1.935 -0.304 -0.629  -0.323
H42 -4.069 -3.523 1.428  0.252
H43 -2.879 -3.784 0.338  0.233
H44 -4.121 -2.293 -1.073  0.403
H45 -2.090 -1.812 1.422  -0.372
H46 -3.758 -1.209 1.423  0.453

Atoms 1-3, force components in eV/Å:
Al 0.00 0.21 -0.42
N 0.19 0.30 1.43
S -0.37 -0.27 -0.46

Properties
* net charge: +1
* relative energy (zero: lowest compared OMol25 entry of this formula, charge and spin): 0.00 kcal per mole
* E_HOMO: -0.3556 Eh

In order of appearance, electronic energy = -94212.609, -104726.514 eV.